24
Properties=species:S:1:pos:R:3:forces:R:3 method="wB97M-V/def2-TZVPD" total_charge=0 energy_ha=-480.59652 smiles="CNC(C)=O.c1ccccc1" orbital_gap_ev=9.81 homo_energy_ev=-9.2 multiplicity=1
O -2.59001 -0.13788 -2.64878 0.144 -0.763 2.178
N -1.27746 -0.18780 -0.67972 4.212 -3.497 1.098
C 0.97806 1.44123 1.82599 1.103 2.563 -4.785
C 1.05231 -0.93714 2.24742 1.558 -1.774 -0.255
C 0.56466 0.38622 2.45259 -1.114 -3.677 4.523
C -2.10962 -1.15965 0.14820 -3.317 2.990 -0.204
C 2.12426 -1.16697 1.27588 -2.963 2.254 2.119
C 2.42449 0.07196 0.52730 0.060 -2.462 -2.304
C -1.54351 0.00050 -2.00759 -1.097 1.427 -3.747
C 1.70265 1.29833 0.59399 1.445 -1.686 3.220
C -0.43995 0.65326 -2.88296 2.828 -0.109 0.369
H -0.12129 -0.46480 -0.56106 -4.324 1.374 -0.288
H -0.56160 0.56169 -4.14662 0.162 -0.028 4.159
H 2.54141 -2.23602 1.26089 -0.204 2.195 -0.599
H 1.92311 2.21836 0.09225 0.372 -0.135 -0.824
H -2.86509 -1.73855 -0.42943 0.744 0.615 -0.317
H 0.73912 -1.83884 2.93605 0.416 2.091 -1.454
H 3.11254 -0.19826 -0.33449 -0.642 1.126 0.972
H 0.62215 2.39985 2.12346 -0.157 0.656 0.075
H 0.54582 0.02884 -2.41932 -1.887 2.116 -1.960
H -1.65982 -1.89940 0.77964 1.154 0.281 0.246
H 0.00682 0.67763 3.37826 0.053 -1.164 -0.779
H -0.33826 1.80507 -2.59144 -0.054 -2.561 -0.645
H -2.80269 -0.42424 0.77520 1.508 -1.834 -0.796